Here is a cluster of 2 separate species, C4H11N5 in total at a distorted geometry from the Open Molecules 2025 dataset. Energies are from wB97M-V/def2-TZVPD.

The HOMO energy (spin up / spin down) is -16.97 / -16.97 eV. Its relative energy (zero: lowest compared OMol25 entry of this formula, charge and spin) is 5.314 eV. Its frontier orbital gap (spin up / spin down) is 7.4 / 7.4 eV. Its charge is +2. The total energy comes out at -431.95527 a.u.

XYZ file:
```
20
Properties=species:S:1:pos:R:3:forces:R:3:nbo_charge:R:1
H -0.0135 4.8890 -1.8304 0.2963 -0.9798 -0.2636 0.251
H -0.0962 0.4591 -2.1319 -1.2407 2.1067 0.7541 0.245
N 0.6130 -2.9207 1.1714 -1.6607 4.2830 0.9683 -0.221
N -0.4392 -1.4417 2.6983 1.0672 -0.1982 -0.6283 -0.803
N -0.1064 0.4085 0.4139 -0.1359 -1.4763 -1.1792 -0.186
C -0.5392 3.9150 -1.8537 -2.9335 0.4182 0.3334 0.030
H -0.0202 -1.7763 3.5610 -0.2488 -0.0139 -0.1809 0.447
H 1.5525 -2.4908 -0.5760 -0.2302 0.7067 0.1841 0.421
H 0.3939 -3.5717 1.8982 0.4531 -1.3019 0.1523 0.451
H -1.1867 -0.7536 2.7946 0.4651 -0.3182 -0.2138 0.440
H -1.6725 4.1202 -1.8162 1.6879 -0.7557 0.0429 0.232
C -0.6650 1.4361 -1.8004 5.9350 -0.8092 -2.2434 0.082
H 0.0016 0.7654 1.3072 0.2914 1.8154 2.9916 0.328
H 1.1144 -4.1077 -0.3281 0.1505 0.5184 0.4330 0.426
H -1.6016 1.2801 -1.4779 -3.5119 0.0498 0.8897 0.206
C 0.1771 -1.6939 1.4866 -1.2938 -0.6845 1.6294 0.517
N 0.0362 -0.8076 0.4307 0.2485 -0.9986 -2.9831 -0.166
C 0.0263 2.6537 -1.9560 -0.4331 1.5411 0.6406 -0.413
H 1.0893 2.8354 -2.0906 0.1865 -1.4846 -0.2807 0.275
N 1.3362 -3.1985 0.0991 0.9071 -2.4186 -1.0464 -0.561
```
Forces are in eV/Å.